{"formula": "C5H11NO", "method": "ωB97M-V/def2-TZVPD", "homo_ev": -9.733, "smiles": "CC(C)CC(N)=O", "lumo_ev": 0.912, "total_charge": 0, "energy_ev": -8901.33186, "multiplicity": 1, "relative_energy_kcal_mol": 8.4, "elements": ["C", "C", "C", "C", "C", "N", "O", "H", "H", "H", "H", "H", "H", "H", "H", "H", "H", "H"], "positions_angstrom": [[-0.784, -0.258, 0.631], [0.565, 0.337, 0.206], [0.450, 0.970, -1.174], [0.951, 1.369, 1.317], [-1.360, -1.348, -0.265], [-0.446, -2.317, -0.633], [-2.528, -1.355, -0.571], [-0.704, -0.690, 1.642], [-1.569, 0.480, 0.815], [1.437, -0.319, 0.115], [-0.180, 1.859, -1.188], [1.476, 1.293, -1.397], [0.137, 0.238, -1.916], [0.897, 0.784, 2.237], [0.174, 2.126, 1.439], [1.927, 1.798, 1.117], [-0.825, -3.000, -1.277], [0.382, -1.966, -1.098]]}



{"formula": "C2H5OPS3", "method": "ωB97M-V/def2-TZVPD", "homo_ev": [-9.151, -8.754], "lumo_ev": [-2.342, -2.161], "total_charge": 0, "energy_ev": -45995.43260, "multiplicity": 1, "relative_energy_kcal_mol": 56.7, "elements": ["C", "C", "O", "P", "S", "S", "S", "H", "H", "H", "H", "H"], "positions_angstrom": [[-0.938, 0.439, 0.651], [-0.321, 1.768, 0.345], [-0.784, -0.464, -0.384], [0.625, -1.069, -1.082], [0.144, -1.817, -2.768], [1.504, 1.702, 0.217], [1.085, -2.691, 0.210], [-0.596, -0.047, 1.632], [-1.981, 0.431, 0.678], [-0.639, 2.366, -0.421], [-0.326, 2.332, 1.219], [2.227, -2.950, -0.299]]}



{"formula": "C26H15BrCl5N5O4SSm", "method": "ωB97M-V/def2-TZVPD", "homo_ev": [-2.747, -5.673], "lumo_ev": [1.888, -0.692], "total_charge": -1, "energy_ev": -204238.53755, "multiplicity": 6, "relative_energy_kcal_mol": 125.4, "elements": ["Sm", "C", "C", "N", "N", "C", "S", "N", "N", "H", "H", "H", "H", "H", "H", "Br", "C", "C", "C", "C", "C", "C", "C", "C", "C", "C", "H", "H", "H", "H", "H", "H", "Cl", "C", "C", "C", "Cl", "C", "Cl", "C", "Cl", "C", "Cl", "O", "C", "O", "C", "C", "C", "N", "C", "C", "C", "O", "O", "H", "H", "H"], "positions_angstrom": [[-0.262, -0.901, -0.038], [-0.434, 4.224, -2.771], [0.010, 2.944, -3.370], [0.408, 2.759, -4.580], [0.685, 1.421, -4.648], [0.482, 0.754, -3.493], [0.755, -0.841, -3.167], [0.043, 1.755, -2.664], [-0.371, 1.556, -1.354], [-0.367, 5.004, -3.525], [0.192, 4.498, -1.920], [-1.465, 4.145, -2.422], [1.005, 1.007, -5.502], [0.066, 2.235, -0.744], [-1.380, 1.655, -1.286], [2.690, 0.499, -0.375], [3.668, -1.156, -0.159], [5.022, -1.010, -0.076], [5.832, -2.152, 0.056], [5.250, -3.386, 0.065], [3.849, -3.539, -0.043], [3.277, -4.830, -0.091], [1.928, -4.973, -0.226], [1.095, -3.837, -0.260], [1.562, -2.533, -0.201], [2.988, -2.399, -0.130], [5.464, -0.024, -0.115], [6.906, -2.040, 0.134], [5.854, -4.283, 0.151], [3.935, -5.690, -0.035], [1.488, -5.961, -0.290], [0.024, -4.020, -0.345], [-0.364, -2.415, 2.737], [-0.077, -0.776, 3.257], [0.121, 0.164, 2.245], [0.359, 1.447, 2.733], [0.644, 2.732, 1.582], [0.397, 1.796, 4.081], [0.691, 3.422, 4.581], [0.189, 0.805, 5.035], [0.246, 1.188, 6.712], [-0.055, -0.501, 4.617], [-0.322, -1.739, 5.785], [-7.439, 0.956, -0.226], [-6.577, 1.838, -0.334], [-6.631, 3.030, -0.686], [-5.129, 1.404, 0.060], [-4.242, 2.315, 0.627], [-2.933, 1.945, 0.853], [-2.446, 0.747, 0.502], [-3.312, -0.129, -0.036], [-4.649, 0.136, -0.245], [-2.501, -1.292, -0.548], [-2.138, -2.216, 0.219], [-1.914, -1.058, -1.637], [-4.591, 3.312, 0.861], [-2.218, 2.622, 1.311], [-5.308, -0.616, -0.659]]}



{"formula": "H16O8", "method": "ωB97M-V/def2-TZVPD", "homo_ev": -9.516, "smiles": "O.O.O.O.O.O.O.O", "lumo_ev": 0.011, "total_charge": 0, "energy_ev": -16637.62145, "multiplicity": 1, "relative_energy_kcal_mol": 101.2, "elements": ["H", "H", "H", "H", "H", "H", "H", "H", "H", "H", "H", "H", "H", "H", "H", "H", "O", "O", "O", "O", "O", "O", "O", "O"], "positions_angstrom": [[-0.090, 0.541, 0.540], [-1.346, -0.291, 0.340], [-3.154, -1.499, 1.571], [-3.316, -0.667, 0.310], [5.323, -0.701, -0.692], [4.187, 0.006, 0.030], [0.941, -1.285, 0.062], [2.057, -1.574, 1.053], [1.372, 3.144, 0.715], [2.378, 2.899, 1.828], [-5.914, 1.792, -1.520], [-4.928, 0.962, -0.714], [2.325, 1.666, -0.792], [1.322, 2.435, -1.636], [-0.236, -2.618, -0.330], [0.842, -2.971, -1.340], [-0.402, -0.371, 0.518], [-3.617, -1.482, 0.726], [4.383, -0.781, -0.490], [1.183, -1.878, 0.782], [1.685, 2.462, 1.320], [-5.667, 1.573, -0.615], [2.050, 2.562, -1.016], [0.163, -2.314, -1.153]]}



{"formula": "C3H9NO2S", "method": "ωB97M-V/def2-TZVPD", "homo_ev": -9.137, "smiles": "N[C@@H](C=O)CS.O", "lumo_ev": 0.809, "total_charge": 0, "energy_ev": -19676.32529, "multiplicity": 1, "relative_energy_kcal_mol": 48.1, "elements": ["O", "C", "C", "C", "S", "N", "H", "H", "H", "H", "H", "H", "H", "H", "H", "O"], "positions_angstrom": [[-1.868, -0.459, 0.417], [-1.408, -0.108, -0.631], [0.099, 0.128, -0.869], [0.488, 1.495, -0.325], [1.166, 2.712, -1.506], [0.853, -0.991, -0.349], [-2.038, 0.352, -1.419], [0.115, 0.097, -1.970], [1.270, 1.368, 0.416], [-0.285, 2.044, 0.215], [1.908, 1.868, -2.236], [1.817, -0.806, -0.138], [0.350, -1.537, 0.336], [-1.447, -2.147, 2.222], [-0.501, -2.012, 3.401], [-0.518, -2.004, 2.437]]}



{"formula": "C31H52BrF3N3O6S2", "method": "ωB97M-V/def2-TZVPD", "homo_ev": -10.439, "lumo_ev": -3.256, "total_charge": 1, "energy_ev": -149604.48023, "multiplicity": 1, "elements": ["C", "C", "C", "C", "C", "C", "C", "C", "N", "C", "C", "C", "C", "C", "C", "C", "C", "C", "S", "S", "C", "C", "C", "C", "C", "N", "C", "C", "O", "Br", "C", "C", "N", "C", "O", "F", "C", "O", "F", "H", "H", "H", "H", "H", "H", "H", "H", "H", "H", "H", "H", "H", "H", "H", "H", "H", "H", "H", "H", "H", "H", "H", "H", "H", "H", "H", "H", "H", "H", "H", "H", "H", "H", "H", "H", "H", "H", "H", "H", "H", "H", "H", "H", "H", "H", "H", "H", "H", "C", "C", "O", "C", "O", "O", "F", "H", "H", "H"], "positions_angstrom": [[5.866, 3.758, 2.897], [6.572, 2.585, 2.176], [6.257, 2.515, 0.657], [5.663, 1.151, 0.244], [4.204, 0.994, 0.736], [3.255, 0.457, -0.364], [3.265, -1.076, -0.434], [2.453, -1.738, -1.555], [0.992, -1.499, -1.596], [0.358, -1.460, -0.268], [0.546, -2.766, 0.520], [0.076, -2.614, 1.985], [-0.587, -3.892, 2.537], [-1.384, -3.613, 3.832], [-2.922, -3.713, 3.721], [-3.531, -3.207, 2.400], [-5.063, -3.114, 2.517], [0.547, -0.593, -2.535], [1.401, 0.523, -3.374], [-1.191, -0.863, -2.907], [-1.730, 0.802, -3.411], [-3.257, 0.863, -3.542], [-3.998, 0.612, -2.214], [-3.946, 1.848, -1.288], [-5.292, 2.520, -0.935], [-5.019, 3.273, 0.346], [-5.590, 4.658, 0.470], [-6.255, 4.900, 1.826], [-7.305, 5.370, 1.917], [-5.277, 4.376, 3.410], [-3.533, 3.165, 0.640], [-3.133, 1.815, 0.033], [-3.276, 0.633, 0.939], [-2.756, 0.916, 2.227], [-1.631, 1.057, 2.432], [-3.677, 1.064, 3.176], [-4.596, 0.066, 0.935], [-5.578, 0.567, 1.353], [-4.621, -1.130, 0.364], [5.573, 4.550, 2.197], [6.507, 4.172, 3.685], [4.940, 3.393, 3.364], [7.658, 2.646, 2.305], [6.243, 1.641, 2.633], [7.160, 2.691, 0.058], [5.534, 3.296, 0.375], [5.721, 1.065, -0.848], [6.269, 0.342, 0.672], [3.800, 1.967, 1.057], [4.145, 0.316, 1.599], [3.602, 0.841, -1.336], [2.251, 0.881, -0.225], [3.012, -1.476, 0.558], [4.314, -1.365, -0.618], [2.908, -1.510, -2.526], [2.569, -2.827, -1.427], [-0.728, -1.357, -0.415], [0.673, -0.589, 0.324], [1.588, -3.098, 0.500], [-0.039, -3.557, 0.024], [0.977, -2.451, 2.595], [-0.600, -1.756, 2.087], [-1.211, -4.353, 1.761], [0.196, -4.625, 2.781], [-1.143, -2.595, 4.183], [-1.062, -4.281, 4.644], [-3.247, -4.748, 3.891], [-3.352, -3.102, 4.532], [-3.297, -3.930, 1.607], [-3.063, -2.252, 2.110], [-5.565, -3.138, 1.539], [-5.419, -3.986, 3.083], [-5.375, -2.222, 3.081], [-1.264, 1.047, -4.371], [-1.339, 1.502, -2.659], [-3.597, 0.188, -4.337], [-3.506, 1.881, -3.889], [-5.051, 0.377, -2.433], [-3.571, -0.266, -1.722], [-3.408, 2.622, -1.859], [-6.119, 1.824, -0.761], [-5.596, 3.232, -1.710], [-5.449, 2.745, 1.122], [-6.404, 4.768, -0.258], [-4.812, 5.412, 0.315], [-3.298, 3.347, 1.690], [-3.026, 3.924, 0.034], [-2.081, 1.837, -0.285], [5.976, -1.488, -5.519], [5.839, -2.989, -5.388], [6.494, -3.247, -4.161], [6.396, -2.125, -3.394], [6.618, -2.077, -2.232], [5.996, -1.073, -4.150], [6.471, -3.651, -6.383], [6.919, -1.219, -5.996], [5.151, -1.020, -6.050], [4.809, -3.346, -5.326]]}